1.
This record from the Open Molecules 2025 dataset describes a molecular structure, C47H46N4O6P2PbS2Te at a distorted geometry. The level of theory is ωB97M-V/def2-TZVPD.

Structure (XYZ):
```
109
Properties=species:S:1:pos:R:3:forces:R:3:nbo_charge:R:1
Pb 1.163 -0.565 -0.216 0.05 -0.63 -0.01 1.3537
O -0.953 2.506 1.089 0.19 -0.17 -0.15 -0.9761
S -0.118 2.246 -0.214 0.31 0.18 -1.20 2.5758
O -0.129 3.364 -1.082 -0.15 0.24 0.31 -0.8824
O 1.224 1.830 0.301 0.20 0.11 -0.08 -1.0757
O -0.686 0.999 -0.792 0.03 0.16 -0.01 -1.0819
N -1.614 -1.847 -2.062 0.06 0.39 -0.10 -1.2683
P -2.335 -1.609 -0.516 -0.05 -0.07 -0.10 1.0294
C -3.573 -2.955 -0.562 0.19 0.04 0.18 -0.2815
C -4.535 -3.045 -1.568 -0.02 0.03 0.03 -0.2194
C -5.439 -4.094 -1.573 0.00 0.01 -0.06 -0.1966
C -5.400 -5.054 -0.568 0.01 -0.01 0.02 -0.1837
C -4.459 -4.962 0.446 0.01 -0.01 0.01 -0.1971
C -3.546 -3.915 0.446 0.05 0.05 -0.06 -0.2336
C -3.426 -0.153 -0.718 0.16 -0.06 0.07 -0.3810
C -3.561 0.583 -1.889 0.03 0.03 0.05 -0.2151
C -4.345 1.729 -1.899 -0.04 0.02 -0.01 -0.1740
C -4.981 2.154 -0.740 0.01 0.05 -0.04 -0.1974
C -4.853 1.423 0.432 0.04 -0.02 0.08 -0.2200
C -4.076 0.273 0.442 -0.09 -0.12 -0.18 -0.1866
P -0.086 -1.317 -2.562 -0.49 -0.55 -0.25 1.0799
C -0.379 -0.379 -4.074 0.24 -0.02 0.07 -0.4356
C -0.775 -1.063 -5.226 0.04 0.03 0.06 -0.1325
C -1.044 -0.353 -6.384 -0.01 -0.04 0.00 -0.2170
C -0.908 1.031 -6.398 -0.02 -0.03 -0.01 -0.1691
C -0.512 1.709 -5.254 0.02 0.05 0.00 -0.1918
C -0.244 1.008 -4.087 -0.05 -0.06 0.04 -0.1804
C 0.789 -2.833 -3.031 0.20 0.22 -0.02 -0.4114
C 2.003 -2.689 -3.712 -0.08 -0.03 0.07 -0.2309
C 2.800 -3.796 -3.952 -0.02 0.08 -0.02 -0.1414
C 2.390 -5.048 -3.507 0.02 -0.03 0.00 -0.2036
C 1.193 -5.192 -2.821 -0.01 -0.01 -0.03 -0.1855
C 0.391 -4.084 -2.572 0.00 0.04 -0.01 -0.2084
H -2.269 -1.991 -2.825 0.06 -0.10 -0.09 0.4160
H -4.593 -2.281 -2.338 -0.03 -0.01 0.01 0.2136
H -6.185 -4.161 -2.355 0.02 0.00 0.01 0.2302
H -6.107 -5.873 -0.576 0.00 0.03 0.01 0.2303
H -4.437 -5.707 1.232 0.01 0.02 -0.02 0.2207
H -2.797 -3.831 1.227 -0.01 -0.07 0.01 0.2065
H -3.034 0.292 -2.791 -0.01 -0.01 0.02 0.2152
H -4.459 2.298 -2.813 0.03 -0.01 0.02 0.2269
H -5.578 3.057 -0.751 0.00 -0.02 -0.01 0.2305
H -5.359 1.751 1.332 -0.02 -0.04 -0.02 0.2215
H -4.022 -0.354 1.328 0.03 0.11 0.13 0.1962
H -0.858 -2.144 -5.212 0.01 0.01 -0.07 0.2159
H -1.352 -0.880 -7.277 0.00 0.02 -0.01 0.2338
H -1.110 1.579 -7.308 0.00 0.01 0.02 0.2340
H -0.411 2.786 -5.269 0.00 -0.01 0.01 0.2335
H 0.038 1.537 -3.186 0.00 0.03 -0.03 0.2319
H 2.308 -1.704 -4.055 0.05 -0.06 -0.06 0.2190
H 3.734 -3.690 -4.488 0.00 -0.01 0.01 0.2240
H 3.012 -5.913 -3.701 -0.03 0.01 0.01 0.2324
H 0.878 -6.171 -2.483 0.00 0.02 0.00 0.2280
H -0.541 -4.187 -2.030 0.00 -0.03 -0.03 0.2340
C -1.951 1.522 3.629 -0.10 -0.05 -0.11 -0.6970
Te -0.726 0.741 2.064 -0.54 -0.01 2.60 1.7255
C 0.865 1.533 3.246 0.03 0.02 -0.14 -0.6654
C 0.326 1.767 4.629 -0.14 -0.01 -0.04 -0.0884
C 1.171 2.007 5.705 0.02 -0.01 0.01 -0.1936
C 0.639 2.289 6.955 0.02 0.01 0.01 -0.1953
C -0.737 2.327 7.132 0.00 0.00 0.03 -0.1959
C -1.584 2.068 6.064 -0.04 0.01 0.00 -0.2113
C -1.054 1.789 4.810 0.16 -0.01 -0.02 0.0256
H -2.751 0.828 3.874 -0.02 -0.06 -0.15 0.2531
H -2.375 2.432 3.201 -0.06 0.00 -0.02 0.2704
H 1.141 2.457 2.742 0.01 0.03 -0.06 0.2733
H 1.720 0.859 3.222 -0.06 -0.08 -0.07 0.2421
H 2.246 1.991 5.566 -0.02 0.01 -0.01 0.2221
H 1.300 2.493 7.788 -0.02 -0.01 -0.01 0.2336
H -1.155 2.564 8.102 0.01 -0.02 0.00 0.2351
H -2.658 2.098 6.207 0.02 -0.01 -0.01 0.2245
S 8.038 -0.290 -1.534 -0.15 -0.23 -0.07 0.2878
C 6.282 -0.179 -1.184 0.11 -0.20 0.04 -0.1026
C 5.446 0.621 -1.950 0.05 -0.03 -0.03 -0.1828
C 4.079 0.502 -1.787 -0.16 0.07 -0.04 0.0457
N 3.529 -0.332 -0.897 0.11 0.19 -0.12 -0.5695
C 4.340 -1.042 -0.104 -0.11 -0.09 -0.03 0.0375
C 5.712 -0.995 -0.207 0.12 0.11 -0.11 -0.2361
C 7.829 -1.753 -2.581 -0.07 0.37 0.12 -0.1270
C 7.906 -3.033 -2.057 0.03 0.01 0.00 -0.2669
C 7.553 -4.092 -2.886 0.00 0.00 -0.08 0.0457
N 7.158 -3.937 -4.147 0.05 -0.03 -0.02 -0.3967
C 7.154 -2.706 -4.652 0.01 0.00 0.04 0.0426
C 7.480 -1.577 -3.911 -0.01 -0.09 0.00 -0.2647
H 5.854 1.296 -2.690 -0.03 -0.03 -0.03 0.2449
H 3.392 1.072 -2.402 0.04 0.04 0.04 0.2168
H 3.861 -1.701 0.616 0.02 0.05 0.00 0.2053
H 6.337 -1.596 0.437 -0.01 -0.05 -0.02 0.2483
H 8.227 -3.206 -1.039 -0.04 0.00 0.00 0.2344
H 7.580 -5.112 -2.519 0.01 0.04 0.03 0.2065
H 6.868 -2.616 -5.694 0.01 0.02 0.03 0.2070
H 7.451 -0.589 -4.349 -0.01 -0.03 -0.02 0.2353
O 0.306 -2.437 2.147 -0.12 0.19 0.11 -0.6533
C -0.076 -2.147 3.271 0.15 -0.32 0.12 0.7885
O -0.417 -0.997 3.724 -0.24 0.36 -0.50 -0.8148
C -0.147 -3.265 4.351 0.17 0.03 -0.33 -0.1577
N -0.135 -2.562 5.693 -0.10 -0.08 0.05 -0.5225
C 1.187 -2.856 6.353 0.38 -0.08 -0.01 -0.2257
C 2.075 -3.312 5.202 -0.13 -0.11 -0.08 -0.4220
C 1.106 -4.132 4.341 0.11 0.18 0.14 -0.4189
H -1.073 -3.821 4.215 -0.05 0.04 0.08 0.2540
H -0.914 -2.818 6.293 -0.06 -0.07 -0.03 0.4386
H -0.249 -1.565 5.436 0.00 0.08 0.08 0.4747
H 1.038 -3.671 7.057 -0.09 0.03 0.04 0.2271
H 1.547 -1.981 6.887 -0.12 0.05 -0.01 0.2412
H 2.924 -3.891 5.558 0.00 0.03 0.02 0.2563
H 2.455 -2.454 4.640 -0.01 -0.01 0.03 0.2143
H 0.928 -5.111 4.787 -0.07 0.02 0.01 0.2297
H 1.443 -4.269 3.318 0.01 -0.04 -0.02 0.2656
```
Forces are in eV/Å.

Summary:
Energy relative to the best compared isomer or geometry (same formula, charge and spin) in kcal/mol: 4.4
Net charge: +2
E_LUMO in eV: -5.04
2S+1: 1

***

2.
This record from the Open Molecules 2025 dataset describes a molecular structure, C8H28BInO8 at a distorted geometry. The level of theory is ωB97M-V/def2-TZVPD.

Structure (XYZ):
```
46
Properties=species:S:1:pos:R:3:forces:R:3:nbo_charge:R:1
In 0.211 -0.403 1.603 0.81 1.06 -3.60 1.7518
B 3.204 0.057 0.874 -1.86 0.93 2.66 -0.6786
H 3.323 0.971 1.541 -0.33 1.17 1.10 0.0109
H 2.270 0.132 0.186 -1.43 0.98 -1.88 0.0437
H 4.132 -0.056 0.191 0.92 -1.33 -1.97 0.2500
H 3.192 -0.934 1.476 1.00 -1.67 1.43 0.0984
C 0.337 -1.305 -2.465 0.52 0.70 0.00 -0.1081
C -0.185 -0.318 -3.518 0.55 -0.69 -0.90 -0.1109
O -1.355 0.365 -3.120 0.06 0.42 1.04 -0.7189
O 0.788 -0.591 -1.275 -0.65 -0.15 -0.46 -0.7619
H 1.223 -1.842 -2.807 -0.28 -0.16 -0.53 0.2075
H -0.414 -2.030 -2.161 -0.09 0.10 0.10 0.1913
H -0.440 -0.794 -4.468 0.24 -0.51 0.22 0.2197
H 0.609 0.386 -3.787 0.07 0.05 0.22 0.1808
H -1.126 1.300 -3.083 -0.38 0.07 -0.14 0.4830
H 1.524 -0.036 -1.562 0.03 0.01 0.16 0.4898
C -2.740 0.949 -0.411 -0.31 0.27 -0.18 -0.0936
C -3.287 1.191 0.969 -0.02 0.04 0.45 -0.0924
O -2.152 1.264 1.826 1.52 -0.28 0.70 -0.7428
O -1.813 -0.129 -0.337 0.39 -0.14 0.15 -0.7512
H -2.234 1.845 -0.785 0.03 0.02 0.23 0.1717
H -3.518 0.714 -1.144 -0.11 -0.09 0.23 0.2234
H -3.927 0.401 1.365 -0.23 -0.03 -0.47 0.1995
H -3.778 2.162 1.061 -0.32 -0.16 -0.43 0.2152
H -2.372 1.748 2.630 0.06 -0.10 0.09 0.5111
H -1.381 -0.107 -1.216 0.11 -0.13 0.18 0.5251
C 0.289 3.233 0.775 0.39 1.30 -0.32 -0.0968
C 1.066 3.324 2.069 -0.26 -1.40 -0.43 -0.0944
O 0.647 2.191 2.894 0.04 0.12 -0.13 -0.7545
O 0.491 2.027 0.032 -0.01 -0.53 1.12 -0.7476
H 0.692 4.041 0.159 -0.32 0.25 0.04 0.2058
H -0.768 3.408 0.974 -0.05 -0.14 -0.12 0.1855
H 0.817 4.238 2.606 -0.04 0.12 -0.20 0.2173
H 2.139 3.267 1.885 0.03 -0.03 0.09 0.2067
H 0.869 2.465 3.793 -0.01 -0.61 0.18 0.5104
H 0.444 2.241 -0.902 -0.04 -0.11 -0.05 0.4965
C -0.408 -3.830 0.812 0.58 0.65 0.53 -0.0959
C 1.004 -3.888 0.258 0.16 -0.18 -0.72 -0.0967
O 1.715 -2.707 0.617 -0.61 0.12 1.03 -0.7393
O -0.983 -2.560 0.449 0.15 0.38 0.44 -0.7603
H -0.430 -3.775 1.902 0.33 -0.54 0.04 0.1899
H -1.011 -4.681 0.499 -0.01 0.12 -0.18 0.2315
H 0.991 -3.886 -0.834 -0.39 -0.40 -0.07 0.1792
H 1.539 -4.782 0.586 -0.14 -0.02 0.17 0.2151
H 2.489 -2.623 0.049 0.00 0.21 0.11 0.5092
H -1.681 -2.645 -0.208 -0.12 0.31 0.05 0.5238
```
Forces are in eV/Å.

Summary:
Energy relative to the best compared isomer or geometry (same formula, charge and spin) in kcal/mol: 0.0
Net charge: +2
E_LUMO in eV: -11.90
2S+1: 1

***

no.,HOMO-LUMO gap (eV)
1,7.732
2,4.772